w:
Molecular formula: C7H14O
Method: DFT, the ωB97M-V functional and the def2-TZVPD basis

Each line ends with the Mulliken spin population.
Positions of all 22 atoms, in Å:
C -2.12371 -1.36779 1.02691  0.038
C -0.92645 -0.72901 1.76807  0.086
C -0.31079 -1.29417 2.84421  0.080
C 0.53776 0.31989 0.08259  0.298
C -0.37911 0.44024 1.04239  0.318
C -1.17952 1.63006 1.45726  0.021
C 1.00132 1.42239 -0.78503  0.014
H -2.98905 -0.76518 0.77323  -0.002
H -1.53021 -1.60492 0.10533  -0.009
H -2.40563 -2.36785 1.37502  0.010
H 0.64899 -0.83203 3.18489  0.003
H -0.63385 -2.07973 3.49791  0.001
H 1.09317 -0.59176 -0.19349  0.015
H -2.22134 1.48743 1.71127  0.013
H -0.70193 1.84942 2.44279  0.041
H -1.18134 2.45621 0.75819  -0.002
H 1.88784 1.95372 -0.43865  0.056
H 1.05585 1.19189 -1.83749  0.019
H 0.17559 2.16423 -0.81812  0.000
H 3.31337 -0.54444 -6.52176  0.000
H 3.85068 -1.46166 -5.51540  0.000
O 3.01836 -1.27693 -5.96011  0.000

As for the frontier orbital gap (spin up / spin down): 9.66 / 5.08 eV. For the HOMO energy (spin up / spin down), the calculation gives -13.56 / -13.56 eV. Its expectation value of S² is 0.755. Its spin multiplicity is 2. The net charge is +1.



x:
Molecular formula: C7H14O
Method: DFT, the ωB97M-V functional and the def2-TZVPD basis

Each line ends with the Mulliken spin population.
Positions of all 22 atoms, in Å:
C 0.66810 0.83769 2.02831  0.039
C 1.08011 -0.09735 0.74331  0.032
C 0.28696 0.25747 -0.53995  0.308
C -0.97881 0.18155 -0.76313  0.244
C -1.99553 -0.17124 0.20024  0.047
C -2.86817 0.69424 0.56894  0.235
C 1.15793 0.78709 -1.69594  0.020
H -0.40572 0.60759 2.12627  0.000
H 0.78417 1.93235 1.66834  -0.001
H 1.23937 0.58092 2.92064  -0.001
H 2.14262 0.11819 0.57584  0.000
H 0.90833 -1.22696 0.84623  0.023
H -1.45389 0.55847 -1.67758  -0.004
H -1.83517 -1.09202 0.74235  0.020
H -3.72582 0.33337 1.21486  0.000
H -3.05935 1.73453 0.18451  0.004
H 0.43056 1.39037 -2.20589  0.000
H 1.69161 0.12184 -2.35892  0.027
H 1.86672 1.40642 -1.32082  0.008
H 1.16968 -3.67769 -1.32506  0.000
H 1.53100 -2.26104 -1.20701  0.000
O 1.36532 -3.01578 -0.72552  0.001

As for the frontier orbital gap (spin up / spin down): 10.99 / 6.79 eV. For the HOMO energy (spin up / spin down), the calculation gives -15.06 / -15.15 eV. Its expectation value of S² is 0.762. Its spin multiplicity is 2. The net charge is +1.



Q: Which of them is the most stable? A: w.



w:
Molecular formula: C2H7NO2S2
Method: DFT, the ωB97M-V functional and the def2-TZVPD basis

Each line ends with the Mulliken charge.
Positions of all 14 atoms, in Å:
C -1.77409 -1.02736 0.18266  -0.612
C 0.25868 -0.55341 -0.94754  -0.555
N -0.65849 -1.61829 -0.57974  -0.296
O 1.24446 2.64225 0.01244  -0.439
O 1.16072 0.01821 0.01457  -0.323
S 2.40482 1.48043 2.28428  -0.305
S 0.93844 1.43670 1.07599  0.468
H -1.88962 -0.02115 -0.33588  0.245
H -2.61253 -1.72781 -0.16006  0.280
H -1.47122 -0.95158 1.21288  0.251
H -0.24057 0.24811 -1.35341  0.446
H 1.05576 -0.93610 -1.70937  0.255
H 1.70014 3.36395 0.47519  0.342
H -0.11652 -2.35396 -0.17202  0.243

As for the frontier orbital gap: 9.67 eV. For the HOMO energy, the calculation gives -9.15 eV.



x:
Molecular formula: C2H7NO2S2
Method: DFT, the ωB97M-V functional and the def2-TZVPD basis

Each line ends with the Mulliken charge.
Positions of all 14 atoms, in Å:
C -2.31237 -0.77146 0.22316  -0.865
C 2.93966 1.02932 0.41117  -0.297
N -0.46795 1.25181 -0.94441  -0.611
O 0.08579 -1.19531 -0.81854  -0.451
O 0.07011 0.29687 1.24191  -0.569
S 3.03815 -0.44966 -0.21001  -0.210
S -0.58723 0.03430 -0.03350  0.983
H -2.81877 -0.93023 -0.72996  0.321
H -2.21212 -1.69168 0.84827  0.299
H -2.89092 -0.06360 0.88346  0.321
H 2.67686 1.72253 -0.40564  0.244
H 2.88381 1.42217 1.43465  0.267
H -1.02751 1.11266 -1.68095  0.227
H 0.62248 -1.76771 -0.21961  0.340

As for the frontier orbital gap: 8.39 eV. Its structure (SMILES) is C[S@@](=N)(=O)O.C=S. For the HOMO energy, the calculation gives -8.53 eV.



Q: Which of them is the most stable? A: w.



w:
Molecular formula: C2H14NO3
Method: DFT, the ωB97M-V functional and the def2-TZVPD basis

Each line ends with the Mulliken charge.
Positions of all 20 atoms, in Å:
C -1.29601 0.16174 0.80995  -1.010
N -0.02737 0.92137 0.77524  -0.047
C 0.34490 1.70271 -0.44579  -0.784
H -2.22344 0.70092 0.61939  0.381
H -1.21500 -0.57964 0.01005  0.424
H -1.42292 -0.30562 1.78419  0.341
H 0.59544 0.11447 0.86380  0.354
H 0.11349 1.56359 1.58691  0.392
H 1.39051 1.52212 -0.63510  0.287
H 0.15679 2.76416 -0.29387  0.354
H -0.30051 1.42744 -1.27388  0.337
H -1.96685 -3.46543 -4.15501  0.321
H -1.01778 -4.36166 -3.43578  0.321
O -1.22383 -3.44272 -3.56069  -0.640
H 2.26709 -1.73223 -1.00465  0.304
H 2.76988 -0.33964 -0.71819  0.318
O 1.95460 -0.85351 -0.72699  -0.620
H -0.49945 2.52237 3.70865  0.323
H 0.88362 2.10093 3.81992  0.315
O 0.10947 1.87105 3.30965  -0.670

As for the frontier orbital gap: 10.89 eV. For the HOMO energy, the calculation gives -13.79 eV. The net charge is +1.



x:
Molecular formula: C2H14NO3
Method: DFT, the ωB97M-V functional and the def2-TZVPD basis

Each line ends with the Mulliken charge.
Positions of all 20 atoms, in Å:
C -2.15227 1.93220 0.74558  -1.264
C -1.38455 1.17769 -0.35008  -0.222
N -1.14450 -0.25306 0.05189  -0.246
H -2.05403 2.99915 0.58642  0.337
H -3.20202 1.67877 0.63112  0.374
H -1.82873 1.66073 1.74849  0.400
H -1.97379 1.22569 -1.25361  0.263
H -0.45039 1.65807 -0.59369  0.340
H -1.63801 -0.41656 0.92568  0.326
H -0.17366 -0.43713 0.05649  0.317
H -1.48595 -0.96519 -0.61247  0.376
H 2.54957 -3.87788 -1.39418  0.304
H 2.79155 -2.92087 -0.11528  0.313
O 2.20545 -3.19497 -0.82064  -0.643
H -0.68700 -3.14092 -1.85056  0.295
H 0.46672 -2.76284 -0.82672  0.390
O -0.42655 -2.52977 -1.15707  -0.660
H 3.93466 3.03962 0.81985  0.331
H 3.04573 2.79373 2.01933  0.322
O 3.60777 2.33356 1.38945  -0.652

As for the frontier orbital gap: 11.05 eV. For the HOMO energy, the calculation gives -14.12 eV. The net charge is +1.



y:
Molecular formula: C2H14NO3
Method: DFT, the ωB97M-V functional and the def2-TZVPD basis

Each line ends with the Mulliken charge.
Positions of all 20 atoms, in Å:
C -0.54329 -1.05960 2.96309  -0.824
N 0.26277 -0.68892 1.79579  -0.014
C 0.96104 0.64206 2.08559  -0.809
H -0.61057 -2.10726 3.22114  0.357
H -0.35966 -0.57709 3.92398  0.291
H -1.62356 -0.87057 2.79748  0.326
H -0.31698 -0.30602 1.05191  0.256
H 0.86576 -1.43864 1.47146  0.369
H 1.76533 0.70968 1.36610  0.350
H 1.23505 0.75390 3.11903  0.354
H 0.23603 1.44837 1.91454  0.343
H -0.44877 1.21336 -1.18173  0.365
H -1.40901 1.89595 -0.26344  0.276
O -0.88536 1.08869 -0.31058  -0.638
H -1.67118 0.10114 -2.98542  0.278
H -0.15426 -0.10379 -3.53411  0.418
O -0.73525 0.33367 -2.84864  -0.700
H 1.83858 -0.55120 -4.57692  0.327
H 0.71261 0.05790 -5.37372  0.348
O 0.88072 -0.54164 -4.63556  -0.672

As for the frontier orbital gap: 11.05 eV. For the HOMO energy, the calculation gives -13.91 eV. The net charge is +1.



Q: Which of them is the most stable? A: x.



w:
Molecular formula: C5H3F
Method: DFT, the ωB97M-V functional and the def2-TZVPD basis

Each line ends with the Mulliken charge.
Positions of all 9 atoms, in Å:
C 0.46054 -0.91842 1.65844  0.583
C 1.34070 -1.73664 2.16101  0.501
C 0.20267 0.02221 -0.25560  -0.674
C 0.17171 0.29291 1.01035  -0.134
C 0.22713 -2.30608 1.42306  -0.830
F 2.58834 -1.75417 2.71200  -0.219
H 0.18707 0.88223 -1.00976  0.219
H 0.48698 -0.89927 -0.77658  0.270
H -0.01711 1.33961 1.44069  0.285

As for the frontier orbital gap: 10.05 eV. Its structure (SMILES) is C=CC1=C=C1F. For the HOMO energy, the calculation gives -9.46 eV.



x:
Molecular formula: C5H3F
Method: DFT, the ωB97M-V functional and the def2-TZVPD basis

Each line ends with the Mulliken charge.
Positions of all 9 atoms, in Å:
C 1.80465 0.12337 -0.18311  -0.486
C 2.93178 0.03126 0.11572  0.623
C -1.10195 0.33948 -0.19401  0.196
C 0.17806 -0.20931 -0.04297  -0.295
C -2.46903 0.38834 -0.07679  -0.691
F 4.17217 0.03732 0.14175  -0.250
H -2.54905 0.14044 0.91234  0.359
H -3.03908 0.28027 -1.17378  0.235
H 0.07246 -1.13118 0.50085  0.309

As for the frontier orbital gap: 9.37 eV. Its structure (SMILES) is C=C=CC#CF. For the HOMO energy, the calculation gives -8.99 eV.



y:
Molecular formula: C5H3F
Method: DFT, the ωB97M-V functional and the def2-TZVPD basis

Each line ends with the Mulliken charge.
Positions of all 9 atoms, in Å:
C 0.00580 0.50698 0.34998  0.286
C 1.31766 -0.11519 -0.06211  -0.658
C 2.47048 -0.38061 -0.21570  0.136
C -1.25736 -0.29741 0.12612  -0.594
C -2.39111 -0.51545 -0.30064  0.069
H 0.08439 0.67652 1.43528  0.172
H 3.38633 -0.77770 -0.56892  0.426
H -3.38114 -0.87138 -0.46145  0.416
F -0.23505 1.77424 -0.30257  -0.253

As for the frontier orbital gap: 11.55 eV. Its structure (SMILES) is C#CC(F)C#C. For the HOMO energy, the calculation gives -10.66 eV.



Q: Which of them is the most stable? A: y.



w:
Molecular formula: C3H2N2OS2
Method: DFT, the ωB97M-V functional and the def2-TZVPD basis

Each line ends with the Mulliken charge.
Positions of all 10 atoms, in Å:
C 0.86986 -1.32739 -0.19347  0.519
C -0.76875 0.73935 -0.56359  -0.185
C -0.08863 1.92556 -0.03333  0.251
H 0.41676 -1.37513 1.78201  0.272
H -1.62184 1.06409 -1.21545  0.309
N 0.00040 -1.25379 0.88282  -0.250
N 0.43723 2.85165 0.39929  -0.363
O 1.87882 -1.97307 -0.21483  -0.493
S -1.45068 -0.35466 0.73425  0.019
S 0.32682 -0.29660 -1.57771  -0.080

As for the frontier orbital gap: 9.76 eV. Its structure (SMILES) is N#C[C@@H]1SNC(=O)S1. For the HOMO energy, the calculation gives -9.72 eV.



x:
Molecular formula: C3H2N2OS2
Method: DFT, the ωB97M-V functional and the def2-TZVPD basis

Each line ends with the Mulliken charge.
Positions of all 10 atoms, in Å:
C 0.49576 -0.78402 -0.13454  0.487
C -1.17824 0.95751 0.18039  -0.119
C 0.29968 0.65209 -0.08947  0.227
H 2.75920 -0.41819 0.02686  0.128
H -1.50984 2.04213 0.28924  0.367
N -0.52000 -1.59531 -0.17238  -0.297
N -2.10152 0.06503 0.09816  -0.294
O -1.76317 -1.22269 -0.15972  -0.050
S 2.14315 -1.57812 0.07192  -0.170
S 1.37496 1.88157 -0.11047  -0.278

As for the frontier orbital gap: 7.86 eV. Its structure (SMILES) is S=c1cnonc1S. For the HOMO energy, the calculation gives -9.42 eV.



Q: Which of them is the most stable? A: w.